Entry from OMol25: an isolated molecule of C4H2N2O in a non-equilibrium geometry (wB97M-V/def2-TZVPD).

Values from the calculation:
DFT total energy, Ha: -338.2407
Relative energy (zero: lowest compared OMol25 entry of this formula, charge and spin), kcal/mol: 63.2
SMILES string: C#Cc1ncon1

Geometry as XYZ:
```
9
Properties=species:S:1:pos:R:3:forces:R:3
C -1.3840 -0.8963 -2.0910 1.134 1.921 4.425
C -1.0108 -0.4014 -1.0200 -1.141 -2.984 -5.494
C -0.1913 0.0204 0.0017 1.572 1.464 1.042
N 1.1774 -0.2359 0.1832 -0.566 0.319 2.638
C 1.3963 0.4421 1.3443 -1.449 -1.647 -4.466
O 0.3689 1.1766 1.6338 -1.069 1.063 2.433
N -0.7330 0.8805 0.8175 1.777 0.032 0.629
H -1.8692 -1.3804 -2.8641 -0.569 -0.495 -1.184
H 2.2457 0.3944 1.9946 0.311 0.327 -0.022
```
Positions in Å, forces in eV/Å.